Density functional theory data (ωB97M-V/def2-TZVPD) for the molecule C5H10O2 at a distorted geometry.

Results
highest occupied orbital energy	-7.938	eV
2S+1	1
charge	0
largest force on an atom	2.7	eV/A
energy	-346.8233	Ha
frontier orbital gap	8.59	eV
relative energy (zero: lowest compared OMol25 entry of this formula, charge and spin)	530.8	kJ/mol

XYZ file:
```
17
Properties=species:S:1:pos:R:3:mulliken_charge:R:1
C -0.81954 -0.81957 0.13332 -0.12
C 0.89457 0.44374 -0.11078 0.55
H -2.59322 0.42219 0.18216 0.41
C 1.75371 -0.76427 -0.70445 -1.38
H 0.45332 -0.66955 1.76467 0.28
H -2.59959 -0.85856 -1.05191 0.27
H -2.54696 -1.25351 0.69595 0.31
H 2.53288 -1.04203 0.03705 0.34
H 1.15607 -1.62975 -0.89385 0.39
H -0.35650 0.89353 1.54133 0.29
O 1.78233 1.39627 0.23130 -0.55
C 0.00529 -0.01042 1.04249 -0.24
C -2.22938 -0.53149 -0.07517 -1.14
H 1.18418 2.12655 0.45012 0.40
H 2.23177 -0.40571 -1.58577 0.41
O -0.06080 1.08139 -1.07383 -0.61
H -0.78814 1.62117 -0.58263 0.38
```